(1)
Density functional theory data (ωB97M-V/def2-TZVPD) for a structure of composition C8H13OP in a non-equilibrium geometry.

Values from the calculation:
Spin multiplicity: 1
E_HOMO (spin up / spin down): -7.98 / -7.98 eV
HOMO-LUMO gap (spin up / spin down): 7.862 / 7.863 eV

```
23
Properties=species:S:1:pos:R:3:forces:R:3
C 1.239394 1.422384 1.194656 0.38 0.81 1.11
C 0.192723 0.890067 1.523028 0.53 0.72 -0.04
C 1.431304 -1.514861 -0.466851 -0.18 3.41 -2.92
C -1.092420 0.274787 1.531401 1.60 1.45 -1.60
C -1.782963 0.536132 0.425019 -0.46 -0.24 -0.87
C -3.158018 -0.367292 -1.491020 1.69 1.10 -0.50
C 4.032159 -0.143311 0.313350 -0.92 1.11 -2.73
C -3.116833 -0.005087 -0.039321 1.07 2.57 1.25
O 2.109857 0.938115 -1.354055 -0.05 2.54 -2.05
P 2.264136 -0.078822 -0.355123 0.82 -3.57 1.04
H 2.042933 2.169303 1.173788 -0.80 -0.75 -0.03
H 1.415457 -2.070659 0.356367 -0.06 -2.74 3.15
H 0.486893 -1.340060 -1.021071 0.58 -0.45 0.35
H -1.310073 -0.341091 2.315759 -0.98 -1.67 1.76
H -1.280418 1.247352 -0.220045 -0.20 0.02 -0.35
H -2.367356 -1.071309 -1.689960 -0.04 -0.90 -0.02
H -2.889525 0.420463 -2.224370 -0.64 0.09 0.68
H -4.119978 -0.746886 -1.639239 -1.32 -0.79 -0.97
H 4.283747 0.951961 0.092422 0.13 -1.54 0.53
H 4.526110 -0.798068 -0.542179 -0.66 1.14 2.35
H 4.129767 -0.378497 1.372073 0.26 -0.40 -0.37
H -3.259614 -0.902642 0.537381 -0.92 -0.09 0.50
H -3.777274 0.908022 0.207979 0.16 -1.81 -0.26
```
Positions in Å, forces in eV/Å.

(2)
Density functional theory data (ωB97M-V/def2-TZVPD) for a structure of composition C4H3ClNO2S in a non-equilibrium geometry.

Values from the calculation:
Spin multiplicity: 1
E_HOMO: -3.91 eV
HOMO-LUMO gap: 6.978 eV
Total charge: -1

```
12
Properties=species:S:1:pos:R:3:forces:R:3
C 0.053272 -0.112994 0.731037 0.07 0.09 1.30
C 1.101302 0.075140 1.625848 -1.61 -0.11 -1.54
C -0.401260 0.005235 -1.805679 1.58 -1.22 2.38
C -0.323089 -0.941481 -0.424699 -1.88 -0.35 -1.88
N -0.808136 1.046088 1.080397 2.02 -0.93 0.47
O -0.410224 -0.695294 -2.779204 -0.45 -1.24 -2.60
O -0.354429 1.207209 -1.627641 -0.39 2.23 0.12
S 0.468903 1.591826 2.240840 -0.65 0.16 -0.30
Cl 2.594523 -0.692599 2.064413 -0.66 0.08 -0.26
H 0.302078 -1.822280 -0.682925 -0.20 0.79 0.48
H -1.448607 -1.280176 -0.641256 2.15 0.53 1.75
H -0.774331 1.619326 0.218869 0.05 -0.03 0.08
```
Positions in Å, forces in eV/Å.

| no. | electronic energy (a.u.) |
| --- | --- |
| 1 | -729.04406 |
| 2 | -1217.84519 |